Record 1
Molecular formula: C31H26MgN2P2S2
Method: DFT, the ωB97M-V functional and the def2-TZVPD basis

Last column: natural (NBO) charge in e.
CARTESIAN COORDINATES (ANGSTROEM)
S -1.23 3.48 0.46  -0.489
S -0.47 2.79 -2.44  -0.483
P -1.47 -0.88 -0.60  0.715
P 1.74 0.33 0.78  0.712
Mg -0.29 1.53 -0.46  1.507
N -1.67 5.80 -4.17  -0.339
N -2.77 6.76 0.00  -0.340
C -1.18 3.91 -1.26  -0.187
C -3.03 -0.96 -4.93  -0.195
C -2.64 -1.76 0.45  -0.393
C 4.86 -1.01 -1.46  -0.227
C -1.22 -0.77 -3.36  -0.217
C -3.23 -1.10 1.52  -0.123
C 5.24 -1.75 0.80  -0.207
C -2.95 -3.10 0.21  -0.188
C -3.83 -3.77 1.04  -0.208
C 0.83 -1.03 1.64  -0.710
C -2.29 6.02 -0.74  0.303
C -3.44 -1.20 -2.57  -0.235
C 3.66 2.97 3.24  -0.188
C 5.64 -1.69 -0.53  -0.183
C 3.69 -0.39 -1.05  -0.122
C 0.59 -2.26 0.76  -0.404
C 1.12 1.89 2.99  -0.219
C 2.65 3.38 4.10  -0.195
C -4.42 -3.10 2.11  -0.184
C 2.14 1.47 2.14  -0.264
C 4.07 -1.13 1.21  -0.188
C 3.41 2.02 2.26  -0.236
C -1.68 -0.76 -4.67  -0.196
C -1.70 5.10 -1.67  -0.441
C 3.28 -0.45 0.28  -0.393
C -3.91 -1.18 -3.87  -0.187
C -2.09 -1.00 -2.30  -0.262
C 1.38 2.84 3.97  -0.195
C 0.00 -1.99 -0.63  -0.710
C -1.68 5.49 -3.06  0.303
C -4.12 -1.77 2.35  -0.227
H -0.17 -0.59 -3.19  0.207
H -0.08 -2.93 1.31  0.224
H 1.53 -2.80 0.63  0.223
H -0.12 -0.60 1.97  0.234
H -4.14 -1.36 -1.75  0.221
H -4.58 -1.25 3.18  0.225
H 6.55 -2.17 -0.84  0.222
H 5.17 -0.96 -2.49  0.225
H -3.01 -0.05 1.70  0.219
H 4.21 1.72 1.60  0.221
H -2.51 -3.62 -0.64  0.219
H 1.36 -1.31 2.55  0.242
H 3.09 0.15 -1.78  0.216
H 2.84 4.13 4.85  0.221
H 4.65 3.40 3.33  0.219
H 5.85 -2.28 1.53  0.223
H -4.97 -1.33 -4.07  0.219
H -0.24 -2.93 -1.12  0.241
H -1.00 -0.57 -5.48  0.223
H 0.74 -1.49 -1.27  0.231
H -3.40 -0.94 -5.94  0.221
H 0.12 1.49 2.90  0.210
H -4.07 -4.81 0.85  0.222
H 0.57 3.16 4.62  0.224
H -5.11 -3.63 2.76  0.222
H 3.77 -1.17 2.25  0.220

Properties
Frontier orbital gap   7.4 eV
Multiplicity   1
E_HOMO   -7.422 eV
Energy   -81244.0295 eV

---

Record 2
Molecular formula: C31H26N6O6S6Sr
Method: DFT, the ωB97M-V functional and the def2-TZVPD basis

Last column: Löwdin charge in e.
CARTESIAN COORDINATES (ANGSTROEM)
Sr -1.16 -1.08 -1.09  1.109
S -1.95 -0.56 7.32  0.944
S -3.59 0.52 -1.41  0.291
S -4.63 -1.93 -2.60  0.779
S -4.29 -4.41 -4.36  0.423
S -1.03 0.15 -3.76  0.403
S -2.98 -1.81 -5.03  0.808
O 2.43 -2.94 2.05  0.064
O -0.04 -3.27 -1.90  -0.208
O 6.02 2.45 -1.58  -0.034
O 0.27 -4.81 0.67  -0.104
O -2.09 -3.84 -1.13  -0.114
O 1.88 -4.79 3.26  0.111
N -2.13 -2.22 1.47  0.119
N -1.96 -1.83 6.31  -0.265
N 4.38 3.57 -2.61  0.154
N 1.88 0.20 -1.31  0.053
N -1.76 0.61 6.11  -0.195
N -0.59 0.26 1.42  0.095
C 2.59 1.26 -1.60  -0.202
C -0.84 -4.13 -1.29  -0.556
C -1.25 0.61 3.72  -0.103
C 2.08 -4.16 2.08  -0.446
C -1.52 4.92 -1.16  -0.071
C 4.83 2.47 -1.98  -0.476
C -4.09 -2.80 -4.08  -1.463
C -2.74 -4.17 2.78  -0.030
C 3.90 1.24 -1.91  -0.120
C -0.26 2.44 2.48  0.002
C -2.21 -3.60 3.92  -0.012
C 2.33 -1.01 -1.45  -0.165
C -2.75 -3.39 1.63  -0.112
C -1.17 -0.22 2.55  -0.111
C -1.70 -1.43 5.07  -0.292
C -0.10 1.51 1.46  -0.103
C -0.23 5.36 -1.77  -0.612
C 0.51 6.52 -1.02  -0.070
C 0.68 4.23 -1.56  -0.152
C -0.87 1.94 3.70  0.014
C 4.42 -0.09 -2.12  -0.032
C 1.25 3.18 -1.47  0.050
C -0.01 -5.29 -0.61  -0.151
C -1.64 -1.65 2.62  -0.102
C 1.74 -4.97 0.92  -0.095
C 3.64 -1.23 -1.94  -0.068
C -1.63 0.00 4.99  -0.336
C -0.29 5.61 -3.31  -0.058
C -2.46 -0.73 -3.72  -1.309
C -1.82 -2.26 3.91  -0.109
C -3.43 -0.63 -2.69  -1.349
H 3.52 3.60 -3.10  0.076
H -3.32 -3.69 0.75  0.111
H 1.69 -1.84 -1.14  0.071
H 0.66 5.93 -3.64  0.047
H 1.99 -4.15 3.96  0.116
H 1.96 2.31 -1.45  -0.182
H 1.48 6.77 -1.41  0.061
H -1.01 6.35 -3.67  0.066
H 5.17 4.22 -2.91  0.135
H 2.04 -5.95 1.21  0.114
H 0.96 -5.63 -1.12  0.143
H -0.97 2.56 4.62  0.117
H -3.21 -5.15 2.85  0.108
H -0.03 3.48 2.34  0.098
H 0.67 6.23 0.01  0.061
H -0.82 -6.03 -0.54  0.117
H 2.40 -4.76 0.05  0.148
H 0.25 1.91 0.55  0.072
H -1.41 4.36 -0.20  0.081
H -0.18 7.43 -0.97  0.085
H 4.10 -2.17 -1.88  0.066
H -2.14 5.82 -0.90  0.082
H -2.14 4.26 -1.79  0.091
H -2.13 -4.08 4.90  0.116
H 5.39 -0.24 -2.62  0.098
H -0.53 4.66 -3.87  0.104

Properties
Frontier orbital gap   3.4 eV
Multiplicity   1
Charge   -2
E_HOMO   -0.618 eV
Energy   -119639.9545 eV

---

Record 3
Molecular formula: C31H26NO4STeTi
Method: DFT, the ωB97M-V functional and the def2-TZVPD basis

Last column: natural (NBO) charge in e.
CARTESIAN COORDINATES (ANGSTROEM)
Te 0.64 -1.56 1.25  0.664
Ti 1.25 -0.48 -1.35  1.642
S -2.77 -2.21 -1.97  0.527
O 4.67 1.22 -1.48  -0.443
O 2.15 2.68 -2.47  -0.457
O 1.58 0.50 -2.81  -0.678
O 2.88 -0.03 -0.76  -0.718
N -0.78 -0.66 -1.64  -0.603
C -4.29 0.19 -1.87  -0.195
C 1.29 -2.44 -1.88  -0.392
C -3.04 2.28 -1.63  0.052
C -3.08 -0.50 -1.82  -0.240
C -1.67 4.41 -1.50  -0.614
C 0.71 0.86 3.12  -0.237
C -3.86 4.24 -0.32  -0.600
C 2.59 -2.10 1.82  -0.285
C 4.14 -3.82 2.45  -0.221
C -3.77 4.34 -2.83  -0.601
C 5.13 -2.87 2.59  -0.185
C -1.86 1.57 -1.56  -0.253
C 2.35 -3.34 -1.96  -0.168
C 4.86 -1.53 2.34  -0.184
C 2.40 1.53 -2.40  0.652
C 0.79 -5.18 -2.00  -0.172
C 2.10 -4.70 -2.03  -0.177
C 3.54 0.92 -1.53  0.690
C -3.07 3.81 -1.57  -0.070
C -4.25 1.56 -1.77  -0.179
C -1.10 -1.93 -1.82  0.093
C 2.86 -3.44 2.06  -0.172
C -0.80 -0.35 5.12  -0.212
C 0.21 -0.43 2.95  -0.283
C -0.28 -4.30 -1.92  -0.190
C -1.89 0.18 -1.66  0.192
C 0.45 1.54 4.30  -0.184
C -0.30 0.93 5.30  -0.186
C -0.55 -1.04 3.94  -0.167
C -0.03 -2.94 -1.88  -0.040
C 3.58 -1.14 1.95  -0.225
H -3.87 5.33 -0.25  0.221
H -5.23 -0.33 -1.99  0.238
H -0.91 2.08 -1.47  0.228
H -1.75 5.50 -1.49  0.228
H -3.40 3.84 0.59  0.212
H 2.92 -5.40 -2.11  0.236
H -4.81 4.01 -2.89  0.209
H -1.06 4.13 -2.36  0.218
H 3.37 -2.98 -1.95  0.236
H 4.35 -4.86 2.65  0.227
H -1.14 4.12 -0.59  0.205
H -1.30 -4.68 -1.90  0.229
H 0.61 -6.25 -2.05  0.236
H 2.08 -4.18 1.96  0.215
H -4.89 3.89 -0.36  0.210
H -3.77 5.44 -2.80  0.221
H -0.50 1.47 6.22  0.230
H 5.64 -0.78 2.45  0.229
H 3.38 -0.09 1.76  0.225
H 1.29 1.34 2.34  0.217
H 0.84 2.54 4.44  0.228
H 6.13 -3.16 2.89  0.229
H -5.18 2.10 -1.80  0.230
H -0.93 -2.04 3.80  0.218
H -1.39 -0.82 5.90  0.229
H -3.25 4.03 -3.73  0.217

Properties
Frontier orbital gap   7.5 eV
Multiplicity   1
Charge   +1
E_HOMO   -11.796 eV
Energy   -83488.9435 eV

---

Record 4
Molecular formula: C31H27As2Cl3N4O7SV
Method: DFT, the ωB97M-V functional and the def2-TZVPD basis

Last column: Mulliken spin population.
CARTESIAN COORDINATES (ANGSTROEM)
As 1.05 1.05 1.43  0.060
As 1.18 1.56 -1.82  0.041
V -0.52 -0.04 -0.29  2.692
Cl -0.19 -2.14 -4.64  0.000
Cl -1.07 -4.03 -2.52  0.001
Cl -2.87 -2.89 -4.85  0.000
S -2.08 3.06 -0.65  -0.007
O -3.11 -1.40 -2.32  0.014
O -0.96 -0.95 -1.99  0.066
O 0.13 -7.64 0.31  0.000
O -1.57 -7.15 1.54  0.000
O -2.30 2.93 -2.06  0.004
O -0.98 3.95 -0.31  -0.001
O -2.58 0.64 1.96  0.016
N -1.97 1.59 0.03  -0.037
N 1.12 -1.59 -0.22  -0.198
N -0.60 -6.83 0.91  0.000
N -1.39 -1.91 0.52  0.116
C -1.09 -4.30 0.81  0.006
C -2.72 1.46 1.12  0.018
C 5.08 2.50 -0.57  -0.001
C 1.05 -5.24 0.24  -0.003
C 1.48 -0.26 2.83  0.008
C 1.56 -4.01 -0.15  0.004
C 0.99 2.79 2.32  0.016
C 2.75 1.80 -0.79  0.033
C 3.92 2.40 -1.30  -0.005
C 3.92 1.48 1.30  -0.006
C -4.33 3.01 2.50  0.002
C -4.86 4.30 2.55  -0.001
C -0.65 -3.02 0.43  -0.033
C -0.23 -5.40 0.66  -0.003
C 1.09 3.24 -2.76  0.008
C -4.75 5.21 1.56  0.002
C -3.18 -3.29 1.39  -0.001
C -1.55 -2.59 -3.67  0.000
C -4.00 4.91 0.42  0.000
C 2.72 1.42 0.56  0.011
C 1.70 0.63 -3.50  0.009
C 2.42 -1.38 -0.40  0.036
C 3.36 -2.43 -0.52  -0.007
C -3.44 3.65 0.35  0.002
C -3.53 2.70 1.41  -0.012
C 5.16 1.99 0.72  0.001
C -2.65 -2.08 0.89  0.031
C -1.93 -1.49 -2.55  0.025
C 2.91 -3.69 -0.44  0.012
C 0.68 -2.87 -0.04  0.071
C -2.42 -4.42 1.31  0.011
H 4.36 -2.10 -0.82  0.000
H -3.27 -1.17 0.90  -0.021
H 4.04 2.91 -2.29  0.000
H 1.87 -0.36 -3.15  -0.002
H 0.88 3.57 1.47  0.001
H -5.16 6.23 1.73  0.000
H -4.54 2.38 3.37  0.000
H -5.40 4.56 3.46  0.000
H 2.78 -0.42 -0.59  0.022
H 0.31 3.27 -3.46  0.000
H -3.91 5.53 -0.45  0.000
H 1.87 2.99 2.93  -0.001
H 0.94 4.04 -2.02  0.000
H 3.60 -4.55 -0.55  0.000
H 0.67 -0.36 3.54  0.004
H 0.71 0.61 -3.94  -0.002
H 2.03 3.41 -3.35  0.000
H 2.44 -0.13 3.35  0.001
H 0.20 2.76 3.06  -0.002
H 5.97 2.97 -0.86  0.000
H 2.56 1.13 -3.90  0.000
H 6.02 2.13 1.44  0.000
H 3.91 1.38 2.39  0.000
H -4.10 -3.33 1.92  0.000
H 1.67 -6.13 0.13  0.000
H -2.82 -5.35 1.66  -0.001
H 1.60 -1.23 2.31  0.000

Properties
Frontier orbital gap (alpha / beta)   6.1 / 7.5 eV
Multiplicity   4
E_HOMO (alpha / beta)   -7.546 / -8.953 eV
Energy   -248643.1303 eV

---

Number 2 is which compound? C31H26N6O6S6Sr